## P
The following is a quantum chemistry calculation of one molecule with the formula H2N3P3, from the OMol25 dataset.

Computed properties:
Kohn-Sham gap (spin up / spin down) ... 7.3 / 7.3 eV
LUMO (spin up / spin down) ... -1.1938 / -1.1944 eV
Spin multiplicity ... 1

Last column: Mulliken charge in e.
Geometry (Å):
H: 1.54762 2.34322 1.74608  0.239
N: 1.28530 1.69800 0.92546  -0.502
P: -0.13569 1.73184 0.26233  0.044
N: -0.18020 0.46080 -0.74533  -0.063
P: -0.69477 -0.73281 -1.70384  0.143
P: 0.65971 -1.84091 -0.49587  0.239
N: -0.98038 -2.01315 -0.39257  -0.401
H: -1.50159 -1.64700 0.40374  0.302

---

## Q
The following is a quantum chemistry calculation of H2N3P3 as an isolated structure, from the OMol25 dataset.

Computed properties:
Kohn-Sham gap (spin up / spin down) ... 6.2 / 6.1 eV
LUMO (spin up / spin down) ... -0.6279 / -0.6583 eV
Spin multiplicity ... 1

Last column: Mulliken charge in e.
Geometry (Å):
N: -0.37466 0.79255 -1.07378  -0.237
N: -0.17426 -0.13291 1.35940  -0.289
N: 0.79421 -1.40864 -0.35307  -0.437
P: 1.10815 0.64036 -1.90189  -0.061
P: 1.12895 -1.30991 1.26322  0.271
P: -0.76588 -0.66348 -0.19864  0.238
H: -1.00174 1.70228 -1.15611  0.275
H: -0.71477 0.37975 2.06088  0.240

---

Most stable: P (next structure +0.0186 hartree)

---

## P
The following is a quantum chemistry calculation of a 11-piece molecular cluster, C6H31O12 overall, from the OMol25 dataset.

Computed properties:
Total charge ... -1
Kohn-Sham gap ... 9.3 eV
LUMO ... 2.8236 eV
Spin multiplicity ... 1

Last column: Mulliken charge in e.
Geometry (Å):
O: 0.96537 0.49524 2.31216  -0.907
C: -0.10389 1.08942 1.94013  0.436
O: -1.19724 0.96249 2.51749  -0.841
C: 0.00726 2.03495 0.74548  -0.492
C: 0.10890 1.27906 -0.58705  1.035
C: -1.14485 0.47781 -0.90687  -1.009
C: 0.45782 2.23904 -1.73414  -0.535
C: 1.06185 1.52623 -2.93796  -1.408
H: 0.90000 2.64038 0.87210  0.520
H: -0.86930 2.68135 0.75345  -0.008
H: 0.94978 0.59070 -0.52004  -0.229
H: -2.02694 1.10839 -1.05638  0.221
H: -1.02573 -0.09489 -1.81294  0.427
H: -1.38542 -0.24199 -0.13333  0.071
H: 1.17263 2.98777 -1.39687  0.420
H: -0.43571 2.80430 -2.04709  0.314
H: 0.45210 0.70342 -3.29202  0.305
H: 2.02017 1.10958 -2.66631  0.322
H: 1.22427 2.21028 -3.76730  0.414
H: -1.95588 -2.56786 0.71454  0.369
H: -0.50498 -2.58086 1.33075  0.433
O: -1.08737 -3.00515 0.67645  -0.803
H: -2.80859 1.00033 1.87773  0.479
H: -3.57658 1.62209 0.66220  0.358
O: -3.65261 0.94404 1.35170  -0.817
H: 3.48627 1.92219 0.02560  0.425
H: 4.45077 2.54204 -0.98794  0.268
O: 3.65668 2.74760 -0.49939  -0.628
H: 0.58292 -3.59167 -1.60978  0.346
H: -0.15917 -2.49569 -0.85275  0.427
O: 0.49782 -2.62141 -1.55386  -0.741
H: 3.14070 -0.45498 0.53555  0.410
H: 2.58434 0.59519 1.51682  0.405
O: 3.35794 0.43360 0.93317  -0.818
H: 2.01377 -2.13494 1.07574  0.393
H: 1.93528 -2.26868 -0.49181  0.431
O: 2.55203 -2.19626 0.26743  -0.792
H: -3.48107 -0.84572 0.91878  0.384
H: -4.06139 -1.92574 -0.00054  0.288
O: -3.52794 -1.81358 0.79416  -0.708
H: -0.31190 -4.70997 0.26206  0.390
H: 1.21132 -4.93446 0.33883  0.312
O: 0.40765 -5.27196 -0.07897  -0.692
H: 0.88121 -2.29042 3.32122  0.214
H: 0.77938 -1.01630 2.43482  0.516
O: 0.75312 -2.02563 2.39074  -0.777
H: -2.25681 3.03411 -0.98452  0.289
H: -2.92077 3.98134 0.01412  0.322
O: -3.11721 3.32522 -0.66536  -0.737

---

## Q
The following is a quantum chemistry calculation of a 11-piece molecular cluster, C6H31O12 overall, from the OMol25 dataset.

Computed properties:
Total charge ... -1
Kohn-Sham gap ... 9.8 eV
LUMO ... 2.5454 eV
Spin multiplicity ... 1

Last column: Mulliken charge in e.
Geometry (Å):
O: -0.99394 0.20678 -2.22902  -0.889
C: -0.12531 -0.45947 -1.66781  0.747
O: 1.00489 -0.86093 -2.14166  -1.135
C: -0.45894 -0.87484 -0.22353  0.390
C: 0.44582 -0.25791 0.79672  -0.172
C: -0.35704 0.37489 1.98151  0.133
C: 0.58006 1.28466 2.87754  -0.982
C: 1.46331 2.35876 2.09346  -0.993
H: -1.52202 -0.70109 -0.04462  -0.313
H: -0.48760 -2.03436 -0.16076  0.385
H: 1.29632 -0.97045 1.17433  -0.519
H: 1.02846 0.63055 0.30078  0.344
H: -1.14263 1.13135 1.53051  0.149
H: -0.87371 -0.36999 2.60123  0.203
H: -0.07653 1.76478 3.48450  0.593
H: 1.21974 0.81175 3.53752  0.402
H: 2.22278 1.75589 1.55196  0.227
H: 0.77687 3.15012 1.36978  0.036
H: 2.06305 2.90781 2.70970  0.550
H: 1.58178 0.88622 -4.29052  0.378
H: 2.08380 -0.03218 -3.17393  0.434
O: 2.25979 0.68496 -3.69503  -0.694
H: -1.28911 3.19391 -1.64192  0.390
H: 0.03436 3.66738 -1.14577  0.306
O: -0.85552 4.01872 -1.32529  -0.684
H: -1.45632 -2.10755 2.13069  0.386
H: -0.10022 -2.21612 1.35315  0.437
O: -0.58856 -2.66292 2.16482  -0.771
H: -3.16885 1.42019 -2.28425  0.320
H: -1.77499 1.27877 -1.50793  0.339
O: -2.79105 1.74148 -1.43908  -0.811
H: 2.00320 -1.57677 3.43808  0.280
H: 0.78206 -2.25380 3.34608  0.483
O: 1.55221 -2.17285 3.97621  -0.725
H: -0.63332 -0.27561 -3.95914  0.359
H: 0.57554 -1.00443 -4.46656  0.324
O: -0.08267 -0.37223 -4.73300  -0.760
H: 3.32573 0.47088 -1.26724  0.279
H: 2.27028 -0.45808 -1.23791  0.454
O: 2.96957 -0.10443 -0.55566  -0.801
H: -3.36983 -0.68852 -0.72476  0.307
H: -2.63873 -1.09519 -1.87587  0.404
O: -3.34543 -1.43759 -1.41639  -0.708
H: 2.66447 -3.05074 0.53127  0.319
H: 3.22299 -1.72174 0.28849  0.281
O: 3.22262 -2.32151 0.98554  -0.649
H: -4.28008 0.18172 0.80790  0.297
H: -4.37616 -1.29220 0.92281  0.311
O: -3.86118 -0.54807 1.25308  -0.643

---

Most stable: P (next structure +0.1909 hartree)

---

## P
The following is a quantum chemistry calculation of C9H21NP as an isolated structure, from the OMol25 dataset.

Computed properties:
Total charge ... +1
Kohn-Sham gap ... 10.1 eV
LUMO ... -3.0699 eV
Spin multiplicity ... 1

Last column: Mulliken charge in e.
Geometry (Å):
C: 0.52410 1.32126 -0.63645  -1.502
C: 1.38775 0.10262 -0.27702  0.836
C: -0.81508 1.30930 0.12658  0.624
C: 0.49969 -1.06938 -0.23588  -0.088
C: -1.28405 -0.23368 0.17614  -0.568
C: -1.91388 2.11033 -0.61278  -2.070
C: 0.37221 -1.81070 -1.54516  -2.056
C: 2.71162 -0.85769 1.64390  -1.470
C: 2.08002 0.35324 1.01230  -0.609
N: -2.16704 -0.69161 -0.90703  0.002
P: -1.90472 -0.90565 1.72155  -0.114
H: 1.13428 2.23501 -0.34999  0.482
H: 0.38930 1.60004 -1.75979  0.230
H: 2.15894 -0.17114 -1.02456  0.473
H: -0.66467 1.73001 1.07911  0.600
H: 0.52355 -1.87416 0.54797  0.545
H: -2.05541 2.00103 -1.69154  0.503
H: -1.58640 3.11336 -0.64592  0.462
H: -2.96583 2.02304 -0.23644  0.428
H: -0.04372 -1.29506 -2.38984  0.661
H: -0.10139 -2.75350 -1.43132  0.449
H: 1.48117 -1.99766 -1.81120  0.440
H: 3.56284 -0.56885 2.31540  0.362
H: 3.06959 -1.52688 0.97426  0.395
H: 1.93646 -1.33407 2.33526  0.308
H: 2.89160 1.11925 0.88050  0.455
H: 1.47219 0.63661 1.88688  0.101
H: -2.51034 -1.53656 -0.60344  0.423
H: -1.50361 -0.87378 -1.75085  0.173
H: -2.85693 -0.00285 -1.16927  0.345
H: -2.96315 0.01809 1.95810  0.096
H: -0.85909 -0.16995 2.42056  0.083

---

## Q
The following is a quantum chemistry calculation of a 2-piece molecular cluster, C9H21NP overall, from the OMol25 dataset.

Computed properties:
Total charge ... +1
Kohn-Sham gap ... 8.2 eV
LUMO ... -3.2989 eV
Spin multiplicity ... 1

Last column: Mulliken charge in e.
Geometry (Å):
C: 0.26850 -0.31919 -0.08438  1.049
C: -2.54699 0.71038 1.78221  -0.092
C: -0.06783 -0.44634 1.32384  -1.111
C: -2.89118 1.79404 0.83631  -1.130
C: 3.07454 0.61168 -1.53313  -1.312
C: 0.59212 -1.15984 -2.38572  -1.242
C: 0.19871 -2.76256 -0.51415  -0.984
C: 0.75908 1.05849 -0.46085  -1.506
C: 2.30498 1.13636 -0.29378  -0.430
N: 0.31041 -1.34346 -0.92236  0.306
P: -3.41408 0.49402 3.24390  0.057
H: -1.08416 0.01682 1.38655  0.080
H: 0.54876 0.23329 1.95243  0.294
H: -0.15213 -1.37874 1.67123  0.626
H: -3.36942 2.56384 1.29624  0.464
H: -3.53524 1.42448 0.03066  0.302
H: -1.98683 2.11083 0.29846  0.158
H: 2.61988 0.94277 -2.56207  0.288
H: 2.90645 -0.44966 -1.61646  0.334
H: 4.09519 0.73334 -1.56298  0.445
H: -0.46951 -1.12352 -2.73175  0.327
H: 1.09427 -0.25120 -2.59119  0.433
H: 1.27765 -1.94449 -2.67254  0.415
H: -0.81975 -3.05243 -0.31643  0.404
H: 0.53335 -3.51246 -1.29478  0.296
H: 0.63983 -2.96555 0.50982  0.361
H: 0.44888 1.39464 -1.37172  0.829
H: 0.35823 1.74038 0.18904  0.376
H: 2.56401 2.17713 -0.25133  0.412
H: 2.60891 0.64948 0.54387  0.365
H: -2.54997 -0.27526 4.03422  0.069
H: -4.31665 1.19272 4.06683  0.117

---

Most stable: P (next structure +0.0935 hartree)